1.
Computed, not measured: a 3-piece molecular cluster, C16H39BrClFN2O4Si overall, with ωB97M-V with the def2-TZVPD basis set.

Last column: Mulliken charge in e.
Cartesian coordinates (Å):
C 2.9073 1.3059 -1.2424  -0.793
Si 2.8343 -0.5592 -1.2667  0.520
Cl 2.0745 -1.1118 0.6074  -0.249
Br 1.4584 -1.2319 -2.9038  -0.310
C 4.4990 -1.3982 -1.4342  -0.743
C 5.4178 -0.7430 -2.4920  -0.474
C 5.5546 -1.5413 -3.7592  -0.475
F 4.3264 -1.9829 -4.2228  -0.277
H 3.3025 1.6321 -0.2899  0.391
H 3.5281 1.7222 -2.0268  0.429
H 1.8947 1.6580 -1.3931  -0.082
H 4.9667 -1.2962 -0.4613  0.421
H 4.4190 -2.4627 -1.6247  0.385
H 6.4051 -0.6521 -2.0556  0.306
H 5.1158 0.2687 -2.7292  0.215
H 5.9885 -0.8975 -4.5202  0.313
H 6.2233 -2.3870 -3.6199  0.313
C -2.7896 -4.3633 6.3873  -0.706
O -2.5660 -5.1691 5.2470  -0.349
C -3.1518 -4.6684 4.0505  -0.807
C -2.0936 -4.1923 3.0777  -0.181
N -1.4355 -2.9837 3.5548  -0.268
C -0.2508 -2.5957 2.7903  -0.756
C 0.9434 -3.5445 2.7803  -0.170
O 1.5960 -3.6740 4.0323  -0.411
C 1.0336 -4.6216 4.9199  -0.537
H -2.4499 -4.9247 7.2562  0.238
H -2.2268 -3.4248 6.3415  0.297
H -3.8528 -4.1384 6.5117  0.340
H -3.8721 -3.8739 4.2655  0.411
H -3.6956 -5.4984 3.5905  0.392
H -2.5658 -3.9834 2.1131  0.365
H -1.3859 -5.0198 2.9330  0.173
H -1.1653 -3.1160 4.5203  0.128
H 0.0920 -1.6406 3.1961  0.362
H -0.5540 -2.4074 1.7561  0.407
H 1.6880 -3.1170 2.1027  0.118
H 0.6897 -4.5323 2.3761  0.297
H 0.5836 -5.4633 4.3879  0.272
H 0.2893 -4.1632 5.5774  0.164
H 1.8379 -5.0009 5.5513  0.292
C -4.3837 3.8867 -3.9866  -0.707
O -3.5548 5.0334 -3.9776  -0.345
C -3.6115 5.7892 -2.7737  -0.798
C -2.3136 5.6860 -2.0004  -0.183
N -2.1280 4.3510 -1.4474  -0.327
C -0.8012 4.1033 -0.8901  -0.754
C 0.3985 4.1534 -1.8322  -0.520
O 0.4343 3.1104 -2.7901  -0.341
C -0.3175 3.3455 -3.9683  -0.632
H -4.3881 3.4945 -5.0022  0.238
H -4.0086 3.1054 -3.3169  0.293
H -5.4104 4.1376 -3.7056  0.342
H -4.4612 5.4862 -2.1556  0.406
H -3.7607 6.8342 -3.0596  0.394
H -2.3281 6.4119 -1.1820  0.363
H -1.5021 5.9676 -2.6852  0.171
H -2.3048 3.6674 -2.1714  0.085
H -0.8249 3.1073 -0.4409  0.397
H -0.6317 4.8133 -0.0743  0.414
H 1.2930 4.0183 -1.2170  0.354
H 0.5094 5.1274 -2.3229  0.403
H -0.3476 4.4056 -4.2295  0.310
H -1.3354 2.9581 -3.8761  0.178
H 0.1645 2.7999 -4.7798  0.296

Its electronic energy is -121555.211 eV. The structure (SMILES) is C[Si@@](Cl)(Br)CCCF.COCCNCCOC.COCCNCCOC. As for the multiplicity: 1.



2.
Computed, not measured: a 4-piece molecular cluster, C16H39F3N3O7P overall in a non-equilibrium geometry, with ωB97M-V with the def2-TZVPD basis set.

Last column: Mulliken charge in e.
Cartesian coordinates (Å):
O -5.1394 0.4125 -3.1191  -0.571
P -5.9501 -0.4184 -2.2420  0.383
O -5.3765 -0.6207 -0.6973  -0.180
C -4.0303 -0.4674 -0.5605  0.628
O -3.2300 -0.8398 -1.3112  -0.438
O -3.6821 0.1429 0.5995  -0.316
C -3.9575 -0.8329 1.6484  -0.571
C -5.3024 -0.5980 2.3442  -0.680
C -5.7987 -1.9125 2.9459  0.842
F -6.4934 -1.6892 4.0370  -0.293
F -6.5458 -2.5655 2.0678  -0.266
F -4.8140 -2.7320 3.2657  -0.271
H -7.2001 0.2109 -2.0440  0.067
H -6.2218 -1.7210 -2.7033  0.093
H -3.9815 -1.8201 1.1721  0.426
H -3.1614 -0.8705 2.4031  0.518
H -6.0821 -0.2786 1.6540  0.345
H -5.2497 0.1411 3.1435  0.259
C 2.3594 0.9884 -2.1756  -0.565
O 0.9811 0.7274 -2.3736  -0.427
C 0.5165 -0.4905 -1.8183  -0.848
C 0.1552 -0.4142 -0.3261  0.809
C 1.3713 -0.4255 0.5960  -1.147
N -0.6608 0.7625 -0.0219  -0.584
H 2.9579 0.0728 -2.2059  0.235
H 2.5200 1.5127 -1.2295  0.231
H 2.6948 1.6456 -2.9764  0.255
H -0.3955 -0.7318 -2.3706  0.290
H 1.2299 -1.3016 -2.0173  0.433
H -0.4367 -1.3050 -0.0922  0.347
H 1.9019 0.5269 0.5936  0.256
H 1.0627 -0.6164 1.6249  -0.055
H 2.0752 -1.2105 0.3090  0.372
H -1.5117 0.7179 -0.5744  0.133
H -0.1721 1.5746 -0.3929  0.312
C 5.7706 0.4996 -3.8657  -0.778
O 4.8985 1.5367 -4.2768  -0.212
C 5.4288 2.4050 -5.2632  -0.791
C 5.2908 1.8904 -6.7055  0.341
C 6.3086 0.8138 -7.0679  -1.394
N 3.9437 1.3799 -6.9783  -0.729
H 6.8144 0.8251 -3.8534  0.350
H 5.6587 -0.3788 -4.5055  0.275
H 5.4860 0.2079 -2.8540  0.245
H 4.8468 3.3272 -5.1790  0.339
H 6.4682 2.6672 -5.0278  0.395
H 5.4706 2.7417 -7.3691  0.401
H 6.0708 -0.1498 -6.6171  0.280
H 6.3298 0.6644 -8.1478  0.351
H 7.3140 1.1013 -6.7519  0.345
H 3.2699 2.1253 -6.8228  0.275
H 3.7221 0.7003 -6.2542  0.320
C -0.6769 -1.2074 7.7988  -0.638
O -1.5822 -0.2070 7.3676  -0.384
C -1.0954 0.6381 6.3402  -0.806
C -1.2500 0.0690 4.9214  0.312
C -0.2145 -0.9948 4.5739  -1.272
N -2.5906 -0.4854 4.6992  -0.453
H 0.3585 -0.8558 7.7788  0.293
H -0.7776 -2.1107 7.1928  0.233
H -0.9348 -1.4680 8.8255  0.259
H -1.6987 1.5482 6.4048  0.355
H -0.0583 0.9338 6.5417  0.459
H -1.1065 0.8990 4.2228  0.373
H -0.4174 -1.9472 5.0645  0.249
H -0.2140 -1.1822 3.4993  0.090
H 0.7899 -0.6714 4.8554  0.390
H -3.2760 0.2522 4.8470  0.260
H -2.7801 -1.1416 5.4539  0.247

Its electronic energy is -53467.721 eV. The structure (SMILES) is O=[PH2]OC(=O)OCCC(F)(F)F.COC[C@@H](C)N.COC[C@@H](C)N.COC[C@@H](C)N. The energy above the lowest of the compared OMol25 structures with the same formula, charge and spin is 0.0 kcal/mol. As for the multiplicity: 1.



3.
Computed, not measured: a 9-piece molecular cluster, C16H40Cl16NO3P2 overall in a non-equilibrium geometry, with ωB97M-V with the def2-TZVPD basis set.

Last column: Mulliken charge in e.
Cartesian coordinates (Å):
N -4.1207 -0.2760 -0.3364  -1.053
P -3.1182 0.9207 -0.4878  0.828
O -3.2887 1.9306 0.8039  -0.447
O -3.6721 1.9305 -1.6668  -0.578
P -0.8543 0.4075 -0.7511  1.278
O -1.0129 -0.7590 0.5256  -0.470
H -3.5887 -1.1450 -0.3652  0.353
H -2.9984 2.8198 0.5468  0.182
H -3.9092 1.3464 -2.3981  0.274
H -1.2459 -0.6102 -1.6974  -0.241
H -0.7888 1.3945 -1.8193  -0.037
H -0.5736 1.4464 0.2160  -0.872
H 0.5748 0.1289 -0.8974  -0.279
H -0.8682 -0.2989 1.3622  0.176
Cl -2.2712 -2.9835 -3.5328  -0.206
C -0.8411 -3.6871 -2.7260  -0.573
C -1.2296 -4.5625 -1.5633  -0.308
Cl -1.8707 -3.6088 -0.2045  -0.171
H -0.1936 -2.8703 -2.4138  0.295
H -0.3264 -4.2855 -3.4753  0.382
H -0.3513 -5.0856 -1.1887  0.183
H -1.9734 -5.2996 -1.8590  0.358
Cl 2.2508 -4.5656 -2.5423  -0.176
C 3.5001 -4.3582 -1.2825  -0.375
C 2.9233 -3.6954 -0.0564  -0.340
Cl 2.4517 -2.0086 -0.3731  -0.162
H 4.3117 -3.7749 -1.7118  0.379
H 3.8748 -5.3472 -1.0328  0.119
H 3.6628 -3.6832 0.7395  0.210
H 2.0381 -4.2218 0.2973  0.264
Cl 3.9343 -7.3463 0.9228  -0.160
C 5.6403 -7.2835 1.4312  -0.476
C 6.0053 -5.9608 2.0515  -0.472
Cl 6.0129 -4.6195 0.8733  -0.163
H 6.2581 -7.4984 0.5625  0.304
H 5.7794 -8.0744 2.1668  0.343
H 7.0116 -6.0182 2.4636  0.330
H 5.3152 -5.6944 2.8486  0.326
Cl 1.3055 3.0778 -0.4449  -0.023
C 2.7327 3.1711 -1.4991  -0.625
C 2.5273 4.1114 -2.6587  0.188
Cl 1.3214 3.5066 -3.8266  -0.201
H 2.9589 2.1601 -1.8332  0.291
H 3.5625 3.5339 -0.8914  0.315
H 3.4605 4.2395 -3.2068  0.336
H 2.1795 5.0813 -2.3143  -0.278
Cl -2.6556 -7.0308 3.8478  -0.220
C -3.1412 -5.8459 2.5975  -0.332
C -3.6930 -6.5129 1.3666  -0.412
Cl -2.4346 -7.4003 0.4685  -0.192
H -2.2743 -5.2360 2.3561  0.184
H -3.9056 -5.2109 3.0414  0.333
H -4.0785 -5.7476 0.6942  0.242
H -4.4896 -7.2129 1.6069  0.398
Cl 2.8737 1.8286 3.1049  -0.175
C 1.9761 3.1272 3.9333  -0.402
C 0.5180 2.7867 4.1133  -0.578
Cl -0.3482 2.7419 2.5634  -0.051
H 2.0949 4.0372 3.3496  0.277
H 2.4446 3.2665 4.9074  0.334
H 0.0419 3.5471 4.7328  0.284
H 0.3957 1.8183 4.5938  0.291
Cl 1.5848 7.4667 -1.6665  -0.182
C 0.7935 8.6442 -2.7408  -0.410
C 0.3821 8.0135 -4.0469  -0.532
Cl 1.7924 7.5690 -5.0438  -0.182
H 1.4804 9.4723 -2.8995  0.315
H -0.0875 9.0120 -2.2169  0.290
H -0.2068 8.7233 -4.6259  0.346
H -0.2064 7.1134 -3.8844  0.335
Cl -5.8424 6.6907 0.6859  -0.225
C -5.5244 4.9521 0.9620  -0.268
C -4.9393 4.6896 2.3246  -0.469
Cl -3.2810 5.3228 2.4809  -0.182
H -4.8630 4.6044 0.1725  0.159
H -6.4788 4.4372 0.8704  0.329
H -4.8799 3.6134 2.4848  0.250
H -5.5441 5.1345 3.1113  0.416

Its electronic energy is -243812.539 eV. As for the net charge: -1. As for the multiplicity: 1.